{"formula": "C5H8N2O", "method": "ωB97M-V/def2-TZVPD", "molar_mass_g_mol": 112.132, "e_tot_ev": -10341.494, "multiplicity": 1, "relative_energy_kcal_mol": 28.4, "total_charge": 0, "fmax_ev_per_a": 2.1, "elements": ["C", "C", "C", "N", "C", "C", "N", "O", "H", "H", "H", "H", "H", "H", "H", "H"], "xyz": [[-0.345, -1.991, 0.459], [0.308, -0.831, 0.294], [-0.436, 0.395, -0.079], [-1.648, 0.633, 0.291], [-2.139, 1.944, -0.123], [1.775, -0.817, 0.489], [2.504, -0.399, -0.581], [2.313, -1.189, 1.524], [0.180, -2.897, 0.745], [-1.421, -2.057, 0.327], [0.137, 1.121, -0.683], [-2.306, 1.972, -1.204], [-1.451, 2.747, 0.164], [-3.095, 2.141, 0.373], [2.115, -0.300, -1.508], [3.510, -0.469, -0.490]], "nbo_charge": [-0.26, -0.20, 0.09, -0.38, -0.45, 0.65, -0.82, -0.59, 0.21, 0.21, 0.15, 0.20, 0.19, 0.21, 0.40, 0.41]}